Below is the molecule C3H4N2O, with properties calculated with wB97M-V/def2-TZVPD.

## Properties
Maximum force = 0.61 eV Å⁻¹
Net charge = 0
E_HOMO (spin up / spin down) = -8.703 / -8.704 eV
E_tot = -301.316728 a.u.
Energy above the lowest of the compared OMol25 structures with the same formula, charge and spin = 4.6396 eV
SMILES = NC=C=CN=O
Lowest unoccupied orbital energy (spin up / spin down) = -0.44 / -0.44 eV

The geometry in XYZ format:
```
10
C3H4N2O (wB97M-V/def2-TZVPD)
N 1.891 0.527 -0.479
C 0.593 0.172 -0.836
C -0.525 0.401 -0.187
C -1.645 0.258 0.481
N -1.937 -0.973 1.214
O -0.981 -1.688 1.387
H 2.572 -0.167 -0.758
H 2.001 0.767 0.498
H 0.498 -0.266 -1.828
H -2.467 0.967 0.507
```